{"formula": "C64H84N12O20", "method": "ωB97M-V/def2-TZVPD", "smiles": "O=[N+]([O-])c1ccccc1.O=[N+]([O-])c1ccccc1.O=[N+]([O-])c1ccccc1.O=[N+]([O-])c1ccccc1.O=[N+]([O-])c1ccccc1.O=[N+]([O-])c1ccccc1.O=[N+]([O-])c1ccccc1.O=[N+]([O-])c1ccccc1.COC[C@H](C)N.COC[C@H](C)N.COC[C@H](C)N.COC[C@H](C)N", "gap_ev": 7.4, "relative_energy_kcal_mol": 0.00, "max_force_ha_per_bohr": 0.0511, "species": ["O", "N", "O", "C", "C", "C", "C", "C", "C", "H", "H", "H", "H", "H", "O", "N", "O", "C", "C", "C", "C", "C", "C", "H", "H", "H", "H", "H", "O", "N", "O", "C", "C", "C", "C", "C", "C", "H", "H", "H", "H", "H", "O", "N", "O", "C", "C", "C", "C", "C", "C", "H", "H", "H", "H", "H", "O", "N", "O", "C", "C", "C", "C", "C", "C", "H", "H", "H", "H", "H", "O", "N", "O", "C", "C", "C", "C", "C", "C", "H", "H", "H", "H", "H", "O", "N", "O", "C", "C", "C", "C", "C", "C", "H", "H", "H", "H", "H", "O", "N", "O", "C", "C", "C", "C", "C", "C", "H", "H", "H", "H", "H", "C", "O", "C", "C", "C", "N", "H", "H", "H", "H", "H", "H", "H", "H", "H", "H", "H", "C", "O", "C", "C", "C", "N", "H", "H", "H", "H", "H", "H", "H", "H", "H", "H", "H", "C", "O", "C", "C", "C", "N", "H", "H", "H", "H", "H", "H", "H", "H", "H", "H", "H", "C", "O", "C", "C", "C", "N", "H", "H", "H", "H", "H", "H", "H", "H", "H", "H", "H"], "coordinates": [[-9.5931, 3.8353, -31.6400], [-10.1579, 2.7675, -31.7807], [-9.5919, 1.6891, -31.7635], [-11.6064, 2.7762, -31.9862], [-12.3039, 3.9731, -31.8713], [-13.6745, 3.9913, -32.0690], [-14.3385, 2.7727, -32.2720], [-13.6525, 1.5636, -32.3852], [-12.2680, 1.5998, -32.3073], [-11.8248, 4.9075, -31.6130], [-14.2716, 4.8880, -32.0068], [-15.4205, 2.7597, -32.2265], [-14.2240, 0.6699, -32.5817], [-11.6882, 0.6875, -32.3649], [-12.5732, -1.3763, -23.7407], [-12.2664, -1.1566, -22.5953], [-12.6262, -0.2037, -21.9399], [-11.4983, -2.1860, -21.8581], [-10.9085, -3.2301, -22.5645], [-10.2900, -4.2643, -21.9170], [-10.3442, -4.2920, -20.5307], [-10.9327, -3.2820, -19.7792], [-11.5050, -2.2074, -20.4792], [-10.8426, -3.1704, -23.6436], [-9.8191, -5.0868, -22.4309], [-10.0572, -5.1928, -19.9965], [-10.9207, -3.2845, -18.7011], [-11.9687, -1.4177, -19.9030], [-7.0088, -2.2378, -32.4030], [-5.8902, -1.7883, -32.3134], [-4.8919, -2.4510, -32.4984], [-5.6927, -0.3611, -32.0316], [-6.8184, 0.4337, -31.7909], [-6.5872, 1.7546, -31.4497], [-5.3023, 2.2810, -31.4203], [-4.1978, 1.4904, -31.7636], [-4.4196, 0.1480, -32.0349], [-7.7922, -0.0312, -31.8415], [-7.4341, 2.4117, -31.2883], [-5.1944, 3.3581, -31.3676], [-3.2217, 1.9502, -31.7875], [-3.5325, -0.4440, -32.2133], [-9.8061, -1.0370, -24.3080], [-9.6268, -1.2560, -25.4925], [-9.6467, -2.3632, -25.9770], [-9.4977, -0.0715, -26.3502], [-9.1463, -0.3478, -27.6690], [-9.0732, 0.7416, -28.5453], [-9.1791, 2.0108, -28.0330], [-9.3959, 2.2747, -26.6866], [-9.6127, 1.2005, -25.8179], [-8.9295, -1.3413, -28.0305], [-8.9346, 0.6138, -29.6068], [-9.1381, 2.8643, -28.7002], [-9.5470, 3.2907, -26.3518], [-10.0686, 1.4198, -24.8632], [-8.0013, 6.1177, -29.4181], [-7.2554, 5.4795, -28.7062], [-7.6112, 4.6305, -27.9149], [-5.8331, 5.7526, -28.7934], [-4.9413, 4.9518, -28.0917], [-3.5730, 5.1510, -28.1735], [-3.1049, 6.1710, -29.0008], [-3.9805, 7.0781, -29.5962], [-5.3400, 6.7706, -29.6061], [-5.3064, 4.0628, -27.5923], [-2.8844, 4.4886, -27.6706], [-2.0410, 6.3227, -29.1365], [-3.6618, 7.9253, -30.1845], [-6.0553, 7.4131, -30.1023], [-2.1426, 0.6881, -29.4079], [-1.9945, 1.2304, -28.3344], [-0.9569, 1.7320, -27.9484], [-3.2135, 1.4904, -27.5763], [-3.1658, 2.2070, -26.3831], [-4.3395, 2.4780, -25.6719], [-5.5189, 1.9499, -26.1439], [-5.6189, 1.2514, -27.3413], [-4.4584, 1.0585, -28.0568], [-2.1645, 2.4483, -26.0473], [-4.3209, 2.9630, -24.7081], [-6.4226, 2.0063, -25.5492], [-6.5706, 0.7888, -27.5635], [-4.5559, 0.4690, -28.9607], [-4.8706, -2.3227, -24.3718], [-5.5338, -2.2388, -25.3826], [-6.7550, -2.2171, -25.3793], [-4.8801, -2.2460, -26.6763], [-5.6261, -2.4799, -27.8260], [-5.0507, -2.6302, -29.0697], [-3.6713, -2.4060, -29.1447], [-2.9409, -2.0873, -28.0189], [-3.5063, -1.9749, -26.7520], [-6.6984, -2.4669, -27.6537], [-5.6592, -2.8323, -29.9375], [-3.2370, -2.4722, -30.1349], [-1.8698, -2.0166, -28.1653], [-3.0046, -1.6947, -25.8373], [-6.9122, 6.6792, -25.6055], [-6.9370, 5.7234, -24.8567], [-5.9566, 5.1723, -24.4134], [-8.2758, 5.2513, -24.4379], [-9.3959, 5.7646, -25.0550], [-10.6544, 5.3401, -24.6058], [-10.7438, 4.5155, -23.4953], [-9.6086, 4.0350, -22.8328], [-8.3725, 4.3895, -23.3402], [-9.3834, 6.5583, -25.7874], [-11.5561, 5.6279, -25.1258], [-11.6743, 4.1126, -23.1114], [-9.6516, 3.2943, -22.0484], [-7.4686, 3.9715, -22.9145], [-4.5555, -8.1476, -24.2963], [-5.4473, -7.1191, -24.6301], [-6.8029, -7.4924, -24.4206], [-7.6852, -6.6700, -25.3610], [-7.4711, -5.1585, -25.1315], [-9.1008, -7.0286, -25.1938], [-3.5236, -7.7959, -24.3056], [-4.6227, -9.0018, -24.9779], [-4.7016, -8.5148, -23.2718], [-6.9916, -8.5490, -24.6401], [-7.0097, -7.2710, -23.3664], [-7.3638, -6.8353, -26.3902], [-6.4059, -4.9340, -25.1930], [-7.7752, -4.8199, -24.1428], [-7.9810, -4.5915, -25.9092], [-9.2658, -7.9549, -25.5771], [-9.2966, -7.0943, -24.1981], [-7.2534, 1.1493, -22.9569], [-6.0041, 1.8026, -22.8280], [-5.4574, 1.6020, -21.5420], [-4.1770, 2.3756, -21.3814], [-3.4536, 2.0697, -20.0682], [-4.3120, 3.8431, -21.5857], [-7.5911, 1.4042, -23.9592], [-7.9921, 1.3849, -22.1846], [-7.0443, 0.0732, -22.9102], [-6.1817, 1.9279, -20.7759], [-5.3402, 0.5311, -21.3272], [-3.4747, 2.0546, -22.1583], [-2.5172, 2.5917, -19.8729], [-3.1442, 1.0193, -20.0608], [-4.0654, 2.2206, -19.1742], [-4.7585, 3.9183, -22.5052], [-5.1170, 4.1042, -21.0053], [-9.9018, -1.7255, -30.9959], [-9.3634, -2.5412, -29.9808], [-10.0190, -3.7672, -29.7546], [-8.9800, -4.6622, -29.0613], [-7.8663, -4.9753, -30.0319], [-9.5882, -5.8811, -28.5243], [-9.4116, -2.0426, -31.9283], [-9.6476, -0.6772, -30.8899], [-10.9728, -1.8683, -31.1679], [-10.9179, -3.6272, -29.1408], [-10.3910, -4.2106, -30.6855], [-8.6141, -4.1218, -28.1792], [-7.1218, -5.7344, -29.7594], [-7.3068, -4.0892, -30.3315], [-8.2286, -5.5075, -30.9205], [-10.4603, -5.6926, -28.0281], [-9.0009, -6.3445, -27.8440], [-15.7409, -6.6607, -25.2597], [-14.7844, -5.6280, -25.0463], [-13.5778, -5.8589, -25.7648], [-12.5382, -4.8335, -25.4710], [-13.0172, -3.4721, -26.0039], [-11.3268, -5.1457, -26.2362], [-15.9154, -7.1124, -24.2840], [-15.4326, -7.4028, -25.9981], [-16.6493, -6.2038, -25.6567], [-13.1730, -6.8354, -25.4449], [-13.8055, -5.9441, -26.8322], [-12.4782, -4.6827, -24.3844], [-13.7616, -3.0581, -25.3252], [-13.3570, -3.5047, -27.0403], [-12.1627, -2.7898, -26.0108], [-10.6480, -4.3902, -26.1683], [-10.8325, -5.9075, -25.7523]], "forces_ev_per_angstrom": [[-0.1257, -0.2053, 0.0445], [0.0771, 0.2371, -0.0522], [-0.1931, -0.0989, -0.0165], [-0.8690, 0.2847, -0.2558], [-0.0331, 0.6399, -0.0618], [-0.2517, -1.3072, 0.0824], [-0.0297, 0.1487, 0.3895], [0.0058, 1.1904, -0.2666], [0.3820, -0.7628, 0.5397], [0.3512, -0.1804, -0.0795], [0.2264, 0.1845, 0.1116], [-0.0257, 0.0370, -0.3615], [0.2624, -0.2273, 0.0914], [-0.0006, 0.0363, -0.1412], [0.1374, 0.0706, -0.3120], [-0.0113, -0.6782, 0.8556], [-0.0244, 0.6808, -0.0186], [0.0838, -0.9947, -0.1084], [0.2844, 0.8016, -1.2239], [-0.2541, -0.1343, 0.9377], [-0.3647, -0.6754, 0.9721], [0.1045, 0.5958, -1.4368], [0.0096, 0.1387, 0.9670], [-0.2682, 0.0056, 0.0466], [-0.0025, 0.0648, -0.2962], [0.4797, 0.1287, -0.1037], [-0.1393, -0.1273, 0.0469], [-0.0689, 0.1015, -0.2478], [-0.5519, 0.2019, 0.2379], [0.4362, -0.0015, -0.6320], [0.4869, -0.2815, 0.1631], [-0.9888, 0.2951, 0.1744], [0.8630, -0.5696, 0.3066], [-0.4538, 0.2665, -0.1074], [0.3558, -0.0614, -1.1110], [-1.2752, 0.5016, 0.5102], [1.4715, 0.3080, 0.1944], [-0.0198, 0.2339, -0.0166], [0.1372, -0.0960, 0.0791], [0.1116, -0.0277, 0.5267], [0.1593, -0.2812, -0.0508], [-0.3261, -0.3863, -0.1610], [0.3911, 0.0444, 0.1192], [-0.8808, 0.6415, 0.9181], [0.2465, -0.2495, -0.3940], [1.0230, -1.0501, -0.5837], [-0.0512, 0.9699, -0.3061], [0.0764, -0.6810, 0.5345], [-0.0962, 1.1592, -0.2208], [-0.4923, -0.8631, 0.1103], [-0.6193, 0.8667, -0.6536], [-0.3351, -0.1529, 0.1301], [0.2057, -0.1036, 0.0374], [0.1464, -0.0496, -0.0413], [0.1422, 0.0177, 0.0601], [0.4563, -0.4023, 0.3196], [-0.1639, 0.0459, -0.0496], [0.0432, 0.1739, -0.1448], [-0.2480, -0.1959, 0.2297], [1.6356, 0.0158, -0.3508], [-0.2816, -0.8695, 0.0981], [-0.2072, 0.4557, -0.9319], [0.3100, 0.7136, 0.5337], [-0.7170, -1.1971, -0.6224], [-0.6060, 0.8066, 0.8958], [-0.1114, 0.3176, 0.2974], [-0.0444, -0.0186, -0.0032], [0.0310, -0.0280, 0.1640], [0.3035, -0.0508, 0.0267], [0.0708, -0.0341, -0.1320], [0.3164, -0.6273, -0.1908], [-0.5209, 1.2806, -0.5942], [0.1681, -0.4203, 0.3170], [-1.7481, 0.2365, 0.7849], [0.5061, -0.2923, -0.1803], [0.8537, -0.5559, -0.1701], [-1.0443, -0.1813, 0.2234], [0.6585, 0.3026, 1.0696], [0.2118, -0.8889, -0.9375], [-0.1928, 0.3622, 0.2841], [0.0962, 0.1476, -0.0517], [0.0884, 0.3472, 0.0885], [0.1265, 0.0872, -0.5365], [0.4419, 0.0927, -0.1058], [0.4823, 0.1861, -0.0514], [-1.0286, -0.1752, 0.2796], [0.0313, 0.3088, -0.0175], [1.5031, 0.5041, -1.0103], [-1.1845, 0.0245, 0.9283], [0.6825, 0.7580, 0.6199], [-1.1401, -0.4178, -0.6340], [0.9485, -0.1157, 0.2376], [-1.2077, -0.5605, -0.2225], [-0.0077, -0.4823, -0.3558], [0.0634, -0.0488, -0.0017], [0.3985, -0.0102, 0.1860], [0.0185, 0.3925, 0.2569], [0.3880, -0.1577, -0.1607], [0.0912, -0.0488, -0.1289], [-0.5196, 0.3728, -0.1547], [0.1998, -0.3433, 0.1349], [-0.0558, -0.0379, 0.6992], [-0.9662, 0.2762, 0.2576], [0.4370, -0.2413, 0.3193], [-0.0172, -0.9532, 0.5671], [0.2782, 0.2922, -1.1837], [0.5899, -0.0587, -0.2381], [0.4809, -0.2965, -0.3004], [0.0266, 0.2402, 0.0164], [-0.2920, 0.3978, -0.3151], [-0.2485, 0.1875, 0.1985], [0.0773, 0.1128, -0.0388], [0.4730, -0.3945, 0.4933], [0.0239, -0.3394, -0.3021], [0.3788, 0.5502, -0.4705], [0.2103, 1.0709, 0.7521], [0.2113, -0.5430, -0.2215], [0.3079, -0.2248, -0.0723], [-0.1398, 0.3456, -0.2987], [-0.1367, 0.0125, -0.0599], [-0.2756, -0.0141, -0.0171], [0.2544, -0.1284, 0.1658], [-0.4756, -0.1731, 0.0193], [-0.1256, -0.4252, -0.0381], [0.0177, -0.0842, -0.1094], [-0.3326, -0.0302, 0.0775], [-0.1439, 0.1080, 0.1598], [-0.0471, 0.0066, 0.0487], [-0.0864, 0.0273, -0.0349], [0.8321, -0.7493, -0.5746], [-0.0862, 0.4900, 0.5412], [-0.5118, -0.1633, 0.5902], [1.6373, 0.6113, -0.0840], [-0.1007, -0.7561, 0.4809], [-1.3549, -0.8067, -0.1129], [-0.4384, -0.0978, 0.1764], [0.1003, 0.3366, -0.0097], [-0.4173, -0.0777, -0.0795], [-0.0285, 0.2520, -0.0239], [0.3187, -0.0659, -0.2713], [-0.1776, -0.1069, -0.1753], [-0.1854, 0.4995, -0.5568], [-0.2806, -0.0798, 0.0062], [-0.2080, 0.0643, -0.1214], [0.4029, 0.2658, -0.0638], [0.3970, 0.3038, 0.2702], [0.3988, -1.0422, -1.3794], [-0.0607, 0.8465, 0.4363], [-0.0384, -0.3839, 0.2909], [-0.3173, -0.5001, 0.7608], [0.7927, -0.8234, -0.7663], [-0.7099, -0.4371, -0.7085], [-0.2097, 0.1372, -0.1142], [-0.1790, -0.0013, 0.5307], [-0.1130, 0.1679, 0.4547], [0.1165, 0.0836, 0.2856], [0.3621, -0.1242, -0.1559], [0.3276, 0.6487, -0.3531], [-0.0686, 0.3270, 1.0267], [-0.2587, -0.0127, -0.1243], [-0.5386, 0.6235, -0.1303], [0.2007, 0.1453, -0.1514], [0.2439, 0.1601, -0.1270], [0.0476, 0.6696, 0.1633], [0.3842, 0.0169, -0.4068], [-0.3744, -1.4981, 0.4466], [-0.5907, 2.1780, -1.3435], [0.3874, 0.2877, 0.3992], [0.1952, -0.9224, 1.3827], [-0.2873, -0.3218, -0.1511], [0.2759, -0.0698, 0.1500], [-0.1534, -0.0447, 0.2169], [-0.0605, -0.0883, -0.1393], [0.2393, 0.2388, -0.1171], [0.5167, -0.4837, 0.0063], [-0.1820, 0.0751, -0.3358], [-0.2573, -0.2831, 0.0806], [-0.0938, 0.0794, 0.1770], [-0.3074, 0.2272, 0.0008], [-0.0674, 0.1050, -0.5331]]}